Computed, not measured: C32H52CoN2O3PS2 as an isolated structure, with ωB97M-V with the def2-TZVPD basis set.

Positions of all 93 atoms, in Å:
Co 0.412 -0.537 -0.054
C 0.489 2.688 -1.838
C -0.786 2.120 -2.460
C -0.608 0.736 -3.083
C -1.994 2.147 -1.539
C -3.067 2.913 -1.990
C -4.277 2.970 -1.324
C -4.443 2.186 -0.203
C -3.401 1.412 0.304
C -3.770 0.441 1.418
C -4.738 -0.619 0.888
C -4.355 1.149 2.639
C -2.137 1.459 -0.315
N -1.031 0.811 0.339
C -0.928 1.107 1.608
C -0.125 0.322 2.465
N 0.510 -0.704 1.979
C 1.056 -1.595 2.956
C 2.427 -1.892 2.927
C 2.978 -2.604 3.987
C 2.202 -3.031 5.052
C 0.835 -2.832 5.000
C 0.228 -2.157 3.941
C -1.297 -2.261 3.887
C -2.036 -1.175 4.675
C -1.885 -2.457 2.493
C 3.294 -1.527 1.737
C 3.368 -2.729 0.789
C 4.701 -1.063 2.109
H 1.247 2.826 -2.612
H 0.919 2.027 -1.088
H 0.289 3.660 -1.374
H -1.053 2.787 -3.285
H -0.404 -0.044 -2.357
H 0.231 0.738 -3.781
H -1.514 0.443 -3.621
H -2.936 3.472 -2.909
H -5.085 3.587 -1.696
H -5.407 2.150 0.289
H -2.882 -0.094 1.738
H -5.704 -0.177 0.629
H -4.908 -1.389 1.644
H -4.334 -1.105 -0.001
H -5.324 1.598 2.409
H -3.698 1.945 2.996
H -4.506 0.442 3.457
H -1.481 1.947 2.029
H -0.069 0.576 3.522
H 4.038 -2.822 3.974
H 2.651 -3.555 5.886
H 0.199 -3.246 5.774
H -1.497 -3.199 4.415
H -2.015 -0.216 4.157
H -1.597 -1.036 5.666
H -3.083 -1.458 4.806
H -1.770 -1.590 1.848
H -2.952 -2.680 2.581
H -1.407 -3.285 1.968
H 2.802 -0.721 1.183
H 3.904 -3.557 1.270
H 3.879 -2.457 -0.132
H 2.370 -3.076 0.510
H 5.312 -1.883 2.498
H 4.694 -0.271 2.860
H 5.202 -0.683 1.217
C 0.656 -6.804 -2.564
C 0.163 -5.634 -1.740
O -0.100 -4.529 -2.590
P 0.660 -3.119 -2.129
S 2.181 -0.445 -1.270
S -0.741 -2.367 -0.810
O 0.313 -2.268 -3.496
C 1.387 -2.025 -4.392
C 0.868 -2.118 -5.811
H 0.807 -7.684 -1.934
H 1.600 -6.554 -3.050
H -0.071 -7.051 -3.339
H 0.905 -5.366 -0.977
H -0.758 -5.895 -1.209
H 2.190 -2.752 -4.224
H 1.797 -1.031 -4.186
H 0.603 -3.146 -6.063
H 1.620 -1.762 -6.519
H -0.027 -1.502 -5.916
C 3.396 2.453 2.939
C 3.286 2.343 1.431
O 1.961 2.050 1.032
H 4.435 2.587 3.250
H 3.004 1.552 3.413
H 2.822 3.308 3.308
H 3.887 1.517 1.050
H 3.644 3.261 0.951
H 1.369 2.726 1.379

Results
Molar mass (g mol⁻¹): 666.8
E_LUMO (alpha / beta) (eV): 1.70 / 1.78
Total charge: -1
Multiplicity: 2
HOMO-LUMO gap (alpha / beta) (eV): 5.23 / 5.31
Energy (a.u.): -4106.3292
<S²>: 0.896